No. 1
The following is a DFT calculation (ωB97M-V with the def2-TZVPD basis set) of a molecular structure, C6H5InO3 at a distorted geometry.

Atoms and positions in Å:
In -0.281 2.390 -1.938
O -0.442 4.094 -2.747
O -0.409 6.242 -3.601
O 0.269 0.883 -1.040
C 0.201 -1.420 -0.134
C -0.490 -1.824 1.127
C 0.206 -0.206 -0.606
C 0.647 -2.727 2.567
C 0.380 -1.520 2.423
C -0.426 5.182 -3.178
H 0.421 -3.749 2.865
H 1.427 -1.022 2.584
H -1.425 -1.295 1.360
H -0.821 -2.878 1.057
H 0.745 -2.152 -0.739

Cartesian forces, eV/Å:
-1.13 2.04 -1.70
-0.17 -3.59 1.36
-0.07 -2.74 1.08
1.66 1.70 0.39
-0.03 1.56 -0.72
-1.35 0.47 0.98
-0.43 -5.74 1.76
-1.47 -2.50 1.34
3.69 0.67 -0.86
0.13 7.58 -3.01
0.68 -0.44 0.11
-2.00 0.91 0.02
0.12 0.06 -0.42
0.19 0.15 -0.11
0.17 -0.12 -0.22

As for the net charge: +4. The energy above the lowest of the compared OMol25 structures with the same formula, charge and spin comes out at 0.000 eV. The highest occupied orbital energy is -26.57 eV. The frontier orbital gap is 6.0 eV. The calculation puts the energy at -17557.3519 eV. As for the strongest force on any atom: 0.1586 Eh/bohr.


No. 2
The following is a DFT calculation (ωB97M-V with the def2-TZVPD basis set) of 2 unconnected molecules or ions with the total composition CH3ClN2 at a distorted geometry.

Atoms and positions in Å:
Cl -1.282 2.528 1.517
N -1.328 1.116 0.449
N 1.624 -1.347 -0.918
C 0.995 -0.617 -0.268
H -1.505 1.477 -0.513
H 2.294 -1.990 -1.234
H -0.433 0.534 0.383

Cartesian forces, eV/Å:
0.45 -0.97 -0.75
0.18 -0.36 -0.93
-0.57 0.75 0.77
0.29 -0.41 -0.40
0.24 -0.11 1.13
0.58 -0.64 -0.50
-1.18 1.74 0.68

The energy above the lowest of the compared OMol25 structures with the same formula, charge and spin comes out at 3.278 eV. The highest occupied orbital energy is -9.01 eV. The frontier orbital gap is 9.9 eV. The calculation puts the energy at -16585.6732 eV. As for the strongest force on any atom: 0.0430 Eh/bohr.


No. 3
The following is a DFT calculation (ωB97M-V with the def2-TZVPD basis set) of C3H6ClNOS in the gas phase at a distorted geometry.

Atoms and positions in Å:
Cl -3.254 0.045 0.401
S -0.866 -1.957 0.053
O -1.587 1.935 -0.192
N -0.747 -0.351 -0.543
C 0.598 0.242 -0.744
C -1.812 0.733 -0.171
C 1.509 0.041 0.432
H 0.561 1.317 -1.066
H -0.795 -1.668 1.433
H 0.973 -0.295 -1.675
H 1.170 0.267 1.367
H 1.887 -0.973 0.438
H 2.364 0.664 0.266

Cartesian forces, eV/Å:
-0.82 -0.13 0.07
-0.02 1.29 0.98
-0.56 -3.24 -0.32
-2.47 3.07 0.86
-0.14 -0.44 -1.74
3.70 0.30 -0.36
1.60 -0.82 -2.49
-0.60 -1.03 0.58
0.05 -0.44 -1.28
0.01 0.58 1.23
-1.49 0.74 2.37
-0.01 -0.31 0.15
0.73 0.44 -0.05

The energy above the lowest of the compared OMol25 structures with the same formula, charge and spin comes out at 0.888 eV. The highest occupied orbital energy is -9.59 eV. The frontier orbital gap is 10.1 eV. Its SMILES is CCN(S)C(=O)Cl. The calculation puts the energy at -30102.5784 eV. As for the strongest force on any atom: 0.0784 Eh/bohr.